No. 1
{"formula": "C8H22O5S3Tl", "method": "wB97M-V/def2-TZVPD", "elements": ["Tl", "O", "C", "C", "O", "H", "H", "H", "H", "C", "S", "O", "C", "H", "H", "H", "H", "H", "H", "C", "S", "O", "C", "H", "H", "H", "H", "H", "H", "C", "S", "O", "C", "H", "H", "H", "H", "H", "H"], "xyz": [[14.879, -17.176, 28.591], [17.637, -14.912, 26.013], [18.793, -14.288, 26.608], [18.720, -13.665, 28.128], [18.027, -14.238, 29.191], [19.341, -13.640, 25.924], [19.460, -15.143, 26.716], [18.253, -12.698, 27.941], [19.667, -13.285, 28.511], [15.783, -16.422, 35.900], [14.403, -15.823, 34.876], [14.632, -16.495, 33.532], [12.972, -16.642, 35.634], [15.646, -16.195, 36.957], [16.666, -15.964, 35.455], [16.029, -17.476, 35.768], [13.250, -17.010, 36.622], [12.624, -17.464, 35.009], [12.192, -15.881, 35.613], [14.139, -10.341, 29.747], [12.801, -11.528, 30.074], [13.353, -12.958, 29.805], [13.084, -11.181, 31.866], [14.013, -9.298, 30.040], [14.307, -10.409, 28.672], [15.048, -10.698, 30.230], [12.493, -10.275, 32.002], [14.081, -11.162, 32.307], [12.622, -12.089, 32.253], [12.964, -22.225, 25.535], [12.936, -20.869, 24.375], [13.450, -19.636, 25.072], [14.181, -21.371, 23.097], [12.541, -23.001, 24.898], [12.294, -21.904, 26.333], [13.969, -22.502, 25.853], [13.691, -22.206, 22.595], [15.153, -21.460, 23.583], [14.345, -20.646, 22.300]], "atomic_forces_ev_per_a": [[0.0, 0.3, 0.0], [4.2, 2.9, 3.0], [-4.0, -3.2, -4.2], [-1.6, -0.4, 5.9], [1.9, 1.1, -4.4], [-0.6, 0.9, 0.2], [0.2, -0.5, 1.3], [-1.2, 0.1, -1.2], [1.0, -1.0, -0.6], [0.2, -0.2, -0.3], [0.7, -1.1, -1.1], [-0.3, 0.6, 0.8], [0.2, 0.1, -0.2], [0.1, 0.2, -0.1], [-0.1, 0.6, 0.3], [-0.8, -0.3, 0.0], [-0.4, 0.2, 0.0], [0.4, 0.0, -0.1], [0.0, -0.1, 0.5], [0.8, -0.4, -1.5], [2.5, -1.5, 1.1], [-0.9, 2.7, 0.2], [-1.5, -1.4, -0.4], [-0.7, -0.2, 0.0], [0.1, 0.3, -0.1], [-0.1, -0.2, 0.1], [0.1, -0.1, 0.6], [0.2, 0.3, -0.8], [-0.5, 0.4, 0.7], [0.5, -0.1, -1.0], [0.2, 1.8, -0.8], [0.1, -0.5, 0.0], [-0.5, 0.3, 0.7], [-0.2, -0.5, 0.5], [0.1, -0.3, 0.0], [-0.1, 0.1, 0.2], [0.7, -0.6, 0.3], [-0.1, -0.8, 0.0], [-0.6, 0.6, 0.4]], "e_lumo_ev": -6.525, "total_charge": 1, "e_above_lowest_kj_mol": 188.8, "homo_lumo_gap_ev": 4.34}

No. 2
{"formula": "C5H12NO", "method": "wB97M-V/def2-TZVPD", "elements": ["C", "O", "C", "C", "C", "C", "N", "H", "H", "H", "H", "H", "H", "H", "H", "H", "H", "H", "H"], "xyz": [[-1.554, 1.013, 0.829], [-1.622, 0.385, 2.013], [-0.563, 0.695, -0.368], [0.581, -0.180, 0.218], [0.219, -1.579, 0.684], [1.937, 0.129, -0.504], [-1.092, 0.141, -1.634], [-1.269, 2.102, 0.972], [-2.542, 1.090, 0.280], [-0.087, 1.655, -0.508], [0.686, 0.337, 1.197], [-0.744, -1.991, 0.319], [0.005, -1.571, 1.754], [1.021, -2.319, 0.500], [1.737, 0.078, -1.572], [2.077, 1.170, -0.238], [2.715, -0.496, -0.082], [-0.319, 0.214, -2.298], [-1.184, -0.871, -1.562]], "atomic_forces_ev_per_a": [[-1.4, 1.4, -0.3], [0.6, -0.7, -0.8], [1.0, -2.1, 1.4], [0.3, 1.9, 1.5], [-0.3, -1.1, -0.2], [-2.2, -0.4, 0.7], [0.3, 0.3, -0.2], [-0.2, 0.0, 0.2], [0.1, -0.1, 0.2], [0.0, 0.3, -1.0], [0.2, -0.2, -0.3], [0.5, 0.2, -0.4], [0.2, 0.2, 0.0], [-0.3, 0.2, -0.1], [0.8, -0.4, -0.3], [0.6, 0.2, -0.2], [0.4, -0.1, -0.5], [-0.2, 0.2, -0.1], [-0.3, 0.1, 0.4]], "e_lumo_ev": 3.874, "total_charge": -1, "e_above_lowest_kj_mol": 124.9, "homo_lumo_gap_ev": 6.08, "smiles": "CC(C)[C@@H](N)C[O-]"}

No. 3
{"formula": "C3H5ClF2", "method": "wB97M-V/def2-TZVPD", "elements": ["C", "C", "C", "H", "H", "H", "H", "H", "F", "F", "Cl"], "xyz": [[-0.985, 0.713, 0.165], [0.389, 0.372, -0.474], [0.760, -0.938, 0.131], [-1.362, 1.729, -0.120], [-0.925, 0.701, 1.296], [0.302, 0.105, -1.497], [0.107, -1.751, -0.070], [0.801, -0.841, 1.180], [1.073, 1.536, -0.160], [2.116, -1.136, -0.216], [-2.276, -0.489, -0.233]], "atomic_forces_ev_per_a": [[-0.8, 0.6, 0.6], [-3.4, 0.1, 1.5], [3.2, 1.5, 1.0], [0.5, -1.0, 0.0], [0.2, 0.0, -1.4], [0.2, 1.1, -1.5], [-0.3, -0.6, -1.0], [-0.1, 0.1, 1.6], [1.0, -1.2, -0.4], [-0.5, -0.8, -0.4], [0.2, 0.3, -0.1]], "e_lumo_ev": 0.934, "total_charge": 0, "e_above_lowest_kj_mol": 75.6, "homo_lumo_gap_ev": 12.10, "smiles": "FC[C@H](F)CCl"}

No. 4
{"formula": "C33H36F6Ge2N5O7S2SiTi", "method": "wB97M-V/def2-TZVPD", "elements": ["Ti", "O", "C", "N", "C", "O", "C", "C", "C", "C", "C", "N", "C", "C", "C", "C", "C", "N", "H", "H", "H", "H", "H", "H", "H", "H", "F", "C", "F", "F", "S", "O", "O", "N", "S", "O", "O", "C", "F", "F", "F", "C", "Si", "C", "C", "O", "H", "H", "H", "H", "H", "H", "H", "H", "H", "C", "Ge", "C", "C", "Ge", "C", "C", "C", "C", "C", "C", "C", "C", "C", "C", "C", "C", "H", "H", "H", "H", "H", "H", "H", "H", "H", "H", "H", "H", "H", "H", "H", "H", "H", "H", "H", "N", "C"], "xyz": [[-1.016, 1.238, -1.310], [-4.544, 1.487, 1.017], [-3.671, 1.315, 0.195], [-2.339, 1.659, 0.295], [-1.891, 2.497, 1.268], [-2.494, 3.040, 2.176], [-0.383, 2.702, 1.189], [0.263, 3.507, 2.111], [1.644, 3.561, 2.090], [2.341, 2.822, 1.146], [1.620, 2.082, 0.230], [0.290, 2.014, 0.263], [-3.975, 0.573, -1.091], [-5.242, 0.064, -1.299], [-5.480, -0.673, -2.443], [-4.445, -0.877, -3.339], [-3.212, -0.318, -3.063], [-2.981, 0.397, -1.967], [-0.340, 4.050, 2.825], [2.178, 4.180, 2.802], [3.420, 2.851, 1.086], [2.088, 1.560, -0.595], [-6.003, 0.270, -0.562], [-6.467, -1.070, -2.645], [-4.591, -1.428, -4.257], [-2.379, -0.424, -3.746], [-5.072, 1.791, -4.363], [-5.068, 3.011, -3.588], [-6.154, 2.724, -2.705], [-5.727, 3.866, -4.508], [-1.909, 3.918, -3.249], [-1.722, 2.916, -2.062], [-2.149, 5.228, -2.670], [-0.181, 4.002, -3.829], [0.809, 3.471, -2.833], [1.105, 4.176, -1.599], [0.748, 1.989, -2.613], [2.441, 3.561, -3.700], [3.415, 3.074, -2.897], [2.782, 4.817, -4.012], [2.476, 2.839, -4.830], [2.568, -0.640, -2.728], [0.748, -1.010, -3.015], [0.493, -2.881, -2.907], [0.284, -0.451, -4.743], [-0.208, -0.374, -1.869], [3.197, -1.226, -3.405], [2.874, -0.877, -1.705], [2.757, 0.420, -2.904], [1.103, -3.435, -3.627], [-0.558, -3.107, -3.103], [0.716, -3.260, -1.907], [1.160, -0.438, -5.398], [-0.104, 0.569, -4.704], [-0.466, -1.100, -5.204], [3.986, -0.496, 0.757], [2.905, -2.064, 1.226], [3.603, -2.765, 2.923], [3.263, -3.443, -0.121], [0.561, -1.590, 1.778], [0.508, -0.073, 3.023], [-0.715, 0.534, 3.314], [-0.792, 1.596, 4.205], [0.358, 2.065, 4.822], [1.585, 1.485, 4.529], [1.657, 0.432, 3.628], [0.151, -3.209, 2.861], [0.532, -4.477, 2.429], [0.234, -5.611, 3.174], [-0.453, -5.490, 4.372], [-0.848, -4.234, 4.813], [-0.551, -3.106, 4.060], [4.782, -0.821, 0.086], [4.434, -0.067, 1.655], [3.414, 0.280, 0.259], [4.657, -2.987, 2.738], [3.091, -3.678, 3.220], [3.531, -2.047, 3.738], [4.321, -3.362, -0.381], [2.680, -3.308, -1.027], [3.082, -4.442, 0.275], [-1.623, 0.205, 2.818], [-1.747, 2.072, 4.381], [0.303, 2.902, 5.507], [2.491, 1.867, 4.986], [2.630, 0.016, 3.392], [1.058, -4.595, 1.487], [0.534, -6.588, 2.813], [-0.688, -6.371, 4.957], [-1.393, -4.132, 5.743], [-0.870, -2.133, 4.414], [-2.235, -1.582, 0.502], [-1.184, -1.432, 0.947]], "atomic_forces_ev_per_a": [[-0.2, 0.6, -1.2], [0.0, 0.0, 0.0], [0.0, -0.1, 0.0], [0.1, -0.1, 0.1], [0.0, -0.1, -0.1], [-0.1, 0.1, 0.0], [0.0, -0.1, 0.0], [0.0, 0.1, -0.2], [0.0, 0.1, -0.2], [0.0, 0.0, 0.0], [-0.1, 0.1, -0.1], [0.1, 0.2, 0.0], [0.0, 0.0, 0.0], [0.0, 0.0, 0.0], [0.0, 0.0, 0.0], [0.0, 0.0, 0.0], [0.0, 0.1, -0.1], [0.0, -0.1, 0.2], [0.0, 0.0, 0.0], [0.0, 0.0, 0.0], [0.0, 0.0, 0.0], [0.0, 0.1, 0.0], [0.0, 0.0, 0.0], [0.0, 0.0, 0.0], [0.0, 0.0, 0.0], [0.0, 0.0, 0.0], [0.0, 0.0, 0.0], [-0.1, -0.1, 0.0], [0.0, 0.0, 0.0], [0.0, 0.0, 0.0], [0.5, 0.1, -0.1], [0.1, 0.1, 0.2], [0.0, 0.0, 0.0], [-0.3, 0.1, 0.2], [0.1, -0.2, 0.1], [0.1, 0.0, -0.1], [0.1, 0.0, 0.3], [-0.1, 0.0, -0.2], [0.0, 0.0, 0.0], [0.0, 0.0, 0.0], [0.0, 0.0, 0.0], [0.0, 0.0, 0.0], [-0.1, -0.1, 0.0], [0.1, 0.0, -0.1], [0.0, 0.0, 0.0], [0.1, -0.2, 0.5], [0.0, 0.0, 0.0], [0.0, 0.0, 0.0], [0.0, 0.0, 0.0], [0.0, 0.0, 0.0], [0.0, 0.0, 0.0], [0.0, 0.0, 0.0], [0.0, 0.0, 0.0], [0.0, 0.0, 0.0], [0.0, 0.0, 0.0], [0.0, 0.0, 0.1], [0.0, 0.1, -0.5], [0.0, 0.0, 0.0], [0.0, 0.0, 0.0], [-0.2, 0.0, 1.1], [-0.1, 0.1, -0.2], [0.0, -0.1, 0.1], [0.0, -0.1, 0.3], [0.0, -0.2, 0.1], [-0.1, -0.1, 0.1], [0.0, 0.0, 0.1], [0.0, 0.1, 0.0], [0.0, 0.0, 0.0], [0.0, 0.0, 0.0], [0.0, 0.0, 0.0], [0.0, 0.0, 0.0], [0.1, 0.0, 0.0], [0.0, 0.0, 0.0], [0.0, 0.0, 0.0], [0.0, -0.1, 0.0], [0.0, 0.0, 0.1], [0.0, 0.0, 0.0], [0.0, 0.0, 0.0], [0.0, 0.0, 0.0], [0.0, 0.0, 0.0], [0.0, 0.0, 0.0], [0.0, 0.0, 0.0], [0.0, 0.0, 0.0], [0.0, 0.0, 0.0], [0.0, 0.0, 0.0], [0.0, 0.0, 0.0], [0.0, 0.0, 0.0], [0.0, 0.0, 0.0], [0.0, 0.0, 0.0], [0.0, 0.0, 0.0], [0.0, 0.0, 0.0], [0.0, 0.1, 0.2], [0.4, -0.4, -0.7]], "e_lumo_ev": [3.451, 3.451], "multiplicity": 2, "total_charge": -2, "e_above_lowest_kj_mol": 114.9, "homo_lumo_gap_ev": [4.54, 4.54]}

No. 5
{"formula": "C4H8O2S", "method": "wB97M-V/def2-TZVPD", "elements": ["C", "C", "C", "C", "H", "H", "H", "H", "H", "H", "H", "H", "O", "O", "S"], "xyz": [[-0.511, 2.212, -0.799], [0.016, 0.876, -0.592], [0.042, -0.587, 1.200], [0.463, -1.696, 0.151], [-1.586, 2.153, -0.900], [-0.324, 2.845, 0.180], [-0.080, 2.714, -1.729], [-0.487, 0.195, -1.245], [0.999, 0.868, -0.795], [-0.446, -1.891, -0.403], [1.169, -1.335, -0.663], [0.236, -3.164, 1.401], [-0.342, 0.583, 0.759], [0.970, -2.794, 0.663], [-0.119, -0.979, 2.772]], "atomic_forces_ev_per_a": [[-0.1, 3.5, 0.4], [-3.1, 0.0, 0.3], [0.2, -1.8, 0.2], [-0.3, 3.4, -1.6], [-0.3, 0.3, -0.1], [-0.1, -1.0, -2.2], [-0.5, -0.5, 1.3], [-0.2, -0.6, -0.5], [3.8, -0.4, -0.1], [-0.8, 0.1, -0.3], [-0.5, -0.1, 1.2], [3.1, 1.5, -2.6], [0.7, -0.2, -0.2], [-1.7, -4.1, 4.2], [0.0, 0.0, -0.2]], "e_lumo_ev": 0.472, "total_charge": 0, "e_above_lowest_kj_mol": 239.5, "homo_lumo_gap_ev": 9.33, "smiles": "CCOC(=S)CO"}

No. 6
{"formula": "C2H4N2OS", "method": "wB97M-V/def2-TZVPD", "elements": ["C", "C", "H", "H", "H", "H", "N", "N", "O", "S"], "xyz": [[-0.706, 0.325, -0.804], [-0.115, -0.063, 1.469], [1.942, -1.608, 0.678], [-1.668, 0.558, -0.384], [-0.936, 1.029, -2.605], [-1.099, 0.376, 1.609], [0.226, -0.192, 0.123], [-0.228, 0.677, -1.984], [0.676, -0.580, 2.235], [1.907, -0.522, -0.336]], "atomic_forces_ev_per_a": [[3.7, 1.3, -3.1], [2.8, -2.5, -1.0], [0.2, 2.0, -1.8], [-0.6, -0.2, 0.0], [-0.5, 0.2, -0.1], [-0.2, 0.2, 0.7], [-1.2, 1.2, -0.7], [-1.2, -1.4, 3.0], [-1.5, 1.2, 1.2], [-1.4, -1.9, 2.0]], "e_lumo_ev": 0.583, "total_charge": 0, "e_above_lowest_kj_mol": 234.9, "homo_lumo_gap_ev": 9.79, "smiles": "[H]/N=C/N(S)C=O"}